DFT (ωB97M-V with the def2-TZVPD basis set) results for a structure of composition C53H40AsCoF3N2O2Sb.

Properties
- net charge = +1
- ΔE to the lowest compared entry with this formula, charge and spin (eV) = 0.273
- frontier orbital gap (spin up / spin down) (eV) = 6.58 / 6.76
- expectation value of S² = 0.9448
- E_HOMO (spin up / spin down) (Ha) = -0.3701 / -0.3824
- LUMO level (spin up / spin down) (Eh) = -0.1281 / -0.1341
- multiplicity = 2
- largest force on an atom (eV/A) = 1.08

Last column: Mulliken charge in e.
Positions of all 103 atoms, in Å:
Co 0.56871 0.16094 -0.23959  -0.075
C -0.32509 -0.24156 -3.27043  -1.569
O 0.68271 0.11547 -2.31884  2.080
C 2.00710 0.03003 -2.73139  0.092
C 2.40149 -0.04100 -4.05204  -0.613
C 3.75583 -0.08175 -4.35790  -0.948
C 4.70214 -0.05398 -3.34459  -0.922
C 4.30647 -0.00264 -2.02101  -0.687
C 2.94950 0.03390 -1.69689  0.139
N 2.44917 0.02697 -0.38743  1.332
N 3.30242 0.14225 0.55901  -0.927
C 3.00217 0.10977 1.85018  -0.172
C 1.65095 0.09006 2.35673  0.437
O 0.62553 0.03135 1.59355  1.162
C 1.43953 0.13966 3.75743  -1.188
C 2.48584 0.15538 4.62080  -0.854
C 3.84009 0.15686 4.17206  0.635
C 4.90977 0.17443 5.08400  -0.961
C 6.20842 0.18025 4.64223  -0.591
C 6.47640 0.16533 3.26884  -0.827
C 5.44505 0.14448 2.35929  -0.151
C 4.10894 0.14446 2.78733  0.616
H -0.34698 0.47318 -4.09239  0.437
H -1.27906 -0.19915 -2.75000  0.280
H -0.14797 -1.25132 -3.64699  0.482
H 1.67084 -0.06007 -4.84873  0.501
H 4.06172 -0.13312 -5.39352  0.488
H 5.75534 -0.07721 -3.59001  0.448
H 5.02483 0.00134 -1.21557  0.481
H 0.41455 0.14213 4.10556  0.551
H 2.29430 0.16805 5.68724  0.415
H 4.69327 0.18362 6.14540  0.424
H 7.02699 0.19476 5.34927  0.403
H 7.50078 0.16725 2.92115  0.433
H 5.64858 0.12814 1.29851  0.387
F -6.36553 -2.24897 -3.05546  -0.342
C -5.18236 -2.26501 -2.42666  0.207
C -5.10208 -1.77004 -1.13850  -0.644
C -3.87182 -1.77770 -0.49863  -0.615
C -2.74205 -2.28040 -1.13624  0.344
C -2.85860 -2.78226 -2.42952  -0.202
C -4.08172 -2.78066 -3.08413  -0.769
Sb -0.80732 -2.12665 -0.20013  0.538
C 0.06939 -3.82796 -1.15501  0.090
C -0.62040 -5.03567 -1.23274  -0.525
C -0.06661 -6.11788 -1.89680  -0.820
C 1.17881 -5.97128 -2.48298  0.158
F 1.71252 -7.00945 -3.13473  -0.336
C 1.88781 -4.78694 -2.41948  -0.600
C 1.32302 -3.71239 -1.74820  -0.466
C -1.31772 -2.90891 1.71805  0.367
C -0.97283 -4.19701 2.11079  -0.477
C -1.35689 -4.67500 3.35500  -0.676
C -2.07846 -3.84555 4.19228  0.177
F -2.46020 -4.30537 5.39083  -0.332
C -2.40772 -2.54972 3.83947  -0.869
C -2.01464 -2.08189 2.59590  -0.178
H -5.99168 -1.39012 -0.65316  0.479
H -3.80397 -1.40751 0.51682  0.414
H -1.99274 -3.19344 -2.93568  0.423
H -4.18610 -3.17441 -4.08640  0.476
H -1.60080 -5.13538 -0.78134  0.628
H -0.58431 -7.06512 -1.96823  0.466
H 2.86105 -4.71641 -2.88655  0.516
H 1.87670 -2.78062 -1.68754  0.184
H -0.39606 -4.83645 1.45482  0.449
H -1.10431 -5.67582 3.67884  0.483
H -2.95580 -1.92593 4.53316  0.525
H -2.23892 -1.05517 2.32156  0.319
C -2.19556 3.94499 -4.37086  -0.609
C -0.87897 3.55458 -4.16734  -0.644
C -0.49025 3.04911 -2.93759  -0.777
C -1.41105 2.93735 -1.89631  0.546
C -2.72184 3.35282 -2.09830  -0.259
C -3.11226 3.84918 -3.33482  -0.747
As -0.71023 2.25884 -0.20801  1.743
C -2.25920 2.11991 0.94939  0.627
C -2.21086 2.61457 2.24936  -0.927
C -3.29337 2.44596 3.10018  -0.768
C -4.42734 1.77769 2.66038  -0.813
C -4.46770 1.25242 1.37646  -0.986
C -3.38292 1.41331 0.52764  -0.654
C 0.11146 3.89497 0.43825  0.135
C 1.45696 3.91513 0.78386  -0.271
C 2.04981 5.09943 1.20042  -0.725
C 1.29779 6.26108 1.27137  -0.487
C -0.04927 6.24232 0.92681  -0.876
C -0.64216 5.06318 0.50940  -0.336
H -2.50295 4.33374 -5.33268  0.406
H -0.15408 3.64810 -4.96626  0.467
H 0.54140 2.75448 -2.77057  0.417
H -3.44153 3.30702 -1.29203  0.458
H -4.13597 4.16564 -3.48671  0.441
H -1.32328 3.13083 2.59609  0.434
H -3.25094 2.83860 4.10780  0.459
H -5.27880 1.66597 3.31898  0.454
H -5.34440 0.71644 1.03424  0.439
H -3.40244 0.98819 -0.46957  0.845
H 2.03920 3.00072 0.72720  0.207
H 3.09848 5.11207 1.46763  0.444
H 1.75962 7.18408 1.59594  0.404
H -0.63390 7.15121 0.98124  0.414
H -1.69146 5.05094 0.23771  0.412

***

DFT (ωB97M-V with the def2-TZVPD basis set) results for a structure of composition C19H20N4O2Ru.

Properties
- net charge = +4
- ΔE to the lowest compared entry with this formula, charge and spin (eV) = 0.114
- frontier orbital gap (spin up / spin down) (eV) = 7.54 / 4.62
- expectation value of S² = 6.0488
- E_HOMO (spin up / spin down) (Ha) = -0.7588 / -0.8102
- LUMO level (spin up / spin down) (Eh) = -0.4818 / -0.6404
- multiplicity = 5
- largest force on an atom (eV/A) = 8.93

Last column: Mulliken charge in e.
Positions of all 46 atoms, in Å:
N 0.92240 -1.80452 0.04081  -0.246
C 1.40424 -2.81869 0.32708  0.611
C 2.03977 -4.05343 0.68220  -1.165
H 2.29643 -4.07216 1.75991  0.357
H 2.97296 -4.19944 0.10433  0.378
H 1.37143 -4.91527 0.47581  0.379
N -0.26142 0.69535 -2.67099  -0.177
C -0.38904 0.97563 -3.77877  0.432
C -0.50741 1.34184 -5.16312  -1.042
H 0.39723 1.04789 -5.72939  0.341
H -0.64120 2.43513 -5.27192  0.345
H -1.37988 0.84197 -5.62685  0.363
N -0.46982 1.65199 1.07669  -0.245
C -0.70950 2.43025 1.90099  0.633
C -0.96316 3.40656 2.91946  -1.202
H -1.97702 3.84234 2.80365  0.376
H -0.22806 4.23283 2.86917  0.393
H -0.90080 2.95201 3.92855  0.356
Ru -0.42429 0.00075 -0.57209  0.261
C -2.13177 0.94242 -0.83371  0.647
O -3.22078 1.42157 -1.02074  -0.252
C -1.13402 -1.53527 -1.57595  0.653
O -1.66843 -2.43353 -2.17416  -0.254
C 3.35016 0.08562 -1.01128  -0.376
C 3.27233 0.42784 0.31800  -0.284
C 2.75883 1.70484 0.69706  -0.463
C 2.33991 2.59070 -0.26700  -0.385
C 2.42102 2.23532 -1.64663  -0.353
C 2.91564 1.00568 -2.01166  -0.494
H 3.75122 -0.84536 -1.32397  0.544
H 3.60972 -0.22568 1.08266  0.550
H 2.73538 1.95089 1.72869  0.556
H 1.97525 3.55525 -0.01657  0.545
H 2.11473 2.94956 -2.36885  0.551
H 3.00979 0.72259 -3.02993  0.552
C -3.28924 -2.19911 2.91823  -0.231
C -2.44610 -2.94231 2.12486  -1.066
C -1.63525 -2.28914 1.20287  0.279
N -1.60461 -0.97125 1.08540  0.534
C -2.45245 -0.25993 1.81100  0.284
C -3.29576 -0.83283 2.75718  -1.075
H -3.94266 -2.67811 3.63826  0.505
H -2.43165 -4.03390 2.19910  0.462
H -1.01785 -2.98361 0.57271  0.480
H -2.56330 0.85375 1.72281  0.483
H -3.97292 -0.20701 3.34608  0.463

***

DFT (ωB97M-V with the def2-TZVPD basis set) results for a cluster of 2 separate species, C44H51N7O8 in total.

Properties
- net charge = 0
- ΔE to the lowest compared entry with this formula, charge and spin (eV) = 1.408
- frontier orbital gap (eV) = 3.60
- E_HOMO (Ha) = -0.2410
- LUMO level (Eh) = -0.1087
- largest force on an atom (eV/A) = 3.29

Last column: Mulliken charge in e.
Positions of all 110 atoms, in Å:
C 1.60071 2.96985 -2.67048  -1.614
C 1.41251 1.63586 -3.37166  2.187
C -0.00118 1.54907 -3.93082  -2.142
C 2.39618 1.51719 -4.53775  -1.879
C 1.67458 0.43078 -2.44945  0.388
C 1.43280 -0.84732 -2.93823  -0.644
C 1.74819 -1.95358 -2.15667  -1.541
C 2.44032 -1.79236 -0.95200  0.514
C 2.80631 -0.53045 -0.50108  -0.774
C 3.82521 -0.35938 0.64950  2.340
C 3.06917 -0.29392 1.97096  -1.148
C 4.71975 0.84514 0.37028  -1.631
C 4.79933 -1.53371 0.80086  -2.144
C 2.11376 0.54957 -1.11015  -0.562
N 1.34671 1.40373 -0.27675  1.630
C -0.00896 1.17981 -0.07262  1.326
C -0.75478 0.18972 -0.69261  -0.752
C -2.17823 0.38519 -0.87840  0.203
C -2.69542 1.66054 -1.28380  0.026
C -4.03342 1.95850 -1.07916  -0.786
C -4.82358 1.00301 -0.40397  -0.506
N -5.74039 1.52257 0.55732  0.990
O -6.30960 0.72099 1.32873  -0.631
O -5.82336 2.77239 0.66750  -0.600
C -4.42433 -0.34800 -0.27818  -0.559
C -3.10597 -0.65973 -0.56321  -0.235
N -0.35942 1.89971 1.05747  2.049
C -1.62668 1.94587 1.74927  -0.732
C -2.17694 0.79518 2.39117  0.424
C -1.37123 -0.38956 3.02908  2.159
C -2.32822 -1.44041 3.60120  -2.445
C -0.59826 0.22329 4.19652  -1.823
C -0.46636 -1.13612 2.06712  -0.715
C -3.53104 0.83649 2.72913  0.102
C -4.17756 2.04780 2.91987  -1.452
C -3.47267 3.20707 2.67072  -0.138
C -2.28805 3.18331 1.92512  -0.209
C -1.88232 4.59827 1.40529  2.098
C -3.13916 5.39100 1.00905  -1.559
C -1.01168 4.61111 0.16165  -1.760
C -1.21611 5.32654 2.56796  -1.677
C 0.77706 2.57060 1.50604  -1.320
C 1.77891 2.34241 0.64137  -1.251
H 2.60119 3.07168 -2.24717  0.169
H 1.48003 3.77238 -3.39965  0.585
H 0.85098 3.10185 -1.88771  0.100
H -0.11594 0.65994 -4.55936  0.364
H -0.72904 1.47596 -3.11583  0.658
H -0.21576 2.43303 -4.54468  0.425
H 2.22464 0.59474 -5.10511  0.318
H 2.27685 2.36808 -5.21519  0.472
H 3.42716 1.51146 -4.16839  0.394
H 0.97122 -0.99062 -3.91483  0.437
H 1.51717 -2.94855 -2.50679  0.938
H 2.72977 -2.67901 -0.39006  -0.130
H 2.46941 -1.20527 2.09570  0.148
H 3.76884 -0.20275 2.81422  0.618
H 2.39004 0.55663 2.00457  0.037
H 5.24794 0.66017 -0.57252  0.428
H 4.17589 1.77866 0.26627  0.126
H 5.46459 0.95550 1.16409  0.474
H 5.27869 -1.77621 -0.15020  0.411
H 5.59940 -1.23466 1.49724  0.490
H 4.33049 -2.43928 1.20111  0.308
H -0.24130 -0.68812 -1.07467  -0.085
H -2.03409 2.39557 -1.75925  0.326
H -4.47438 2.91175 -1.35476  0.404
H -5.13904 -1.07420 0.10770  0.455
H -2.72521 -1.68962 -0.50237  0.326
H -2.95558 -1.86749 2.80789  0.459
H -1.76121 -2.25875 4.05231  0.422
H -2.96653 -1.01282 4.37658  0.520
H 0.15361 0.94053 3.85257  0.221
H -1.30332 0.76309 4.84538  0.382
H -0.09791 -0.55223 4.78506  0.459
H 0.28182 -0.47920 1.62601  -0.915
H 0.06602 -1.94960 2.58523  0.882
H -1.04790 -1.58967 1.25745  0.020
H -4.11359 -0.06603 2.90797  0.524
H -5.17440 2.08232 3.35566  0.267
H -3.92828 4.14584 2.99079  0.346
H -3.79669 5.59687 1.85516  0.397
H -2.84444 6.36974 0.61113  0.451
H -3.71573 4.86540 0.24096  0.276
H 0.04432 4.42364 0.37498  0.235
H -1.41169 3.90993 -0.58450  0.061
H -1.05436 5.61670 -0.27946  0.732
H -0.31548 4.79493 2.89611  0.270
H -0.94509 6.34746 2.27865  0.450
H -1.91380 5.37605 3.41129  0.337
H 0.73857 3.18213 2.38882  0.178
H 2.76321 2.77394 0.57618  0.546
O 2.31221 -9.75303 -1.61142  -0.533
N 1.44745 -9.02455 -2.13213  0.900
O 0.60905 -9.46314 -2.95057  -0.576
C 1.35233 -7.61182 -1.80403  -0.338
C 0.32226 -6.79552 -2.28923  -0.536
C 0.22776 -5.43509 -1.89339  -0.492
N -0.74299 -4.58963 -2.57250  0.926
O -1.40013 -5.12601 -3.48736  -0.588
O -0.89470 -3.37573 -2.27135  -0.497
C 1.17823 -4.83439 -1.00593  0.090
C 2.32512 -5.58756 -0.69265  -0.266
N 3.65993 -5.21009 -0.44063  0.715
O 4.21859 -4.14500 -0.21957  -0.635
O 4.44609 -6.33689 -0.68751  -0.166
N 3.69185 -7.40834 -1.06956  -0.413
C 2.41275 -6.95539 -1.05787  1.018
H -0.40789 -7.21090 -2.98285  0.584
H 1.01443 -3.85685 -0.55226  0.889